[1]
{
  "formula": "C4H4BrN2P",
  "method": "wB97M-V/def2-TZVPD",
  "elements": ["C", "C", "C", "C", "N", "N", "P", "Br", "H", "H", "H", "H"],
  "positions_angstrom": [[-1.874, -0.845, -0.064], [0.248, -0.393, -1.030], [-0.132, 0.901, 1.183], [1.575, -0.027, -1.084], [-0.791, -1.034, -0.764], [2.492, -0.303, -1.969], [-1.681, 0.178, 1.356], [0.623, 1.872, 2.621], [-2.633, -1.485, -0.191], [1.878, 0.506, -0.125], [3.321, 0.039, -1.537], [-3.026, 0.593, 1.603]],
  "mulliken_charge": [-0.32, 0.50, -0.27, 0.05, -0.31, -0.69, 0.14, -0.12, 0.47, 0.22, 0.27, 0.08],
  "homo_energy_ev": [-7.76, -7.76],
  "total_energy_ha": -3179.43565,
  "lumo_ev": [-1.1, -1.1],
  "relative_energy_kj_mol": 266.0,
  "total_charge": 0
}



[2]
{
  "formula": "C9H14S",
  "method": "wB97M-V/def2-TZVPD",
  "elements": ["C", "C", "C", "C", "C", "C", "C", "H", "H", "H", "H", "H", "H", "H", "H", "C", "C", "S", "H", "H", "H", "H", "H", "H"],
  "positions_angstrom": [[1.830, -1.000, -0.274], [0.586, -1.603, 0.222], [-0.052, -2.660, -0.448], [-1.250, -3.217, -0.097], [-1.897, -2.722, 1.052], [-1.288, -1.674, 1.706], [0.008, -1.207, 1.434], [1.656, -0.251, -1.072], [2.511, -1.732, -0.708], [2.463, -0.558, 0.508], [0.337, -2.932, -1.431], [-1.777, -3.870, -0.764], [-2.693, -3.153, 1.666], [-1.808, -1.011, 2.401], [0.465, -0.457, 2.074], [0.873, 2.607, -0.107], [0.118, 3.320, -1.201], [-1.546, 3.825, -0.397], [1.885, 2.587, -0.515], [0.413, 1.695, 0.230], [0.960, 3.231, 0.785], [0.659, 4.211, -1.517], [0.021, 2.786, -2.157], [-2.474, 3.783, -1.390]],
  "mulliken_charge": [-1.48, 0.83, -0.36, -0.46, -0.45, -0.34, -0.45, 0.22, 0.44, 0.35, 0.30, 0.37, 0.34, 0.31, 0.39, -1.05, -0.44, -0.28, 0.32, 0.23, 0.42, 0.32, 0.36, 0.12],
  "homo_energy_ev": -8.90,
  "total_energy_ha": -749.47255,
  "lumo_ev": 0.9,
  "relative_energy_kj_mol": 106.0,
  "total_charge": 0
}



[3]
{
  "formula": "C5H13NO2",
  "method": "wB97M-V/def2-TZVPD",
  "elements": ["C", "C", "C", "C", "C", "N", "O", "O", "H", "H", "H", "H", "H", "H", "H", "H", "H", "H", "H", "H", "H"],
  "positions_angstrom": [[-0.936, -0.181, -0.604], [0.382, -0.132, -1.381], [1.331, 0.957, -0.902], [-0.085, -1.592, 1.247], [1.463, 1.382, 1.986], [-0.731, -0.352, 0.811], [-1.598, 1.045, -0.844], [-1.763, -1.255, -1.069], [-2.508, 0.954, -0.535], [-1.841, -1.181, -2.029], [-1.617, -0.226, 1.288], [0.120, 0.036, -2.429], [0.850, -1.115, -1.322], [2.248, 0.975, -1.494], [0.859, 1.937, -0.955], [0.962, -1.588, 0.945], [-0.571, -2.493, 0.858], [-0.097, -1.619, 2.336], [0.431, 1.264, 2.361], [1.646, 0.765, 0.142], [1.455, 2.418, 1.589]],
  "mulliken_charge": [0.42, -0.53, -0.98, -1.00, -0.37, -0.20, -0.55, -0.59, 0.34, 0.32, 0.29, 0.43, 0.33, 0.35, 0.34, 0.31, 0.33, 0.37, 0.15, 0.07, 0.17],
  "homo_energy_ev": [-8.97, -8.97],
  "total_energy_ha": -403.37637,
  "lumo_ev": [-0.4, -0.4],
  "relative_energy_kj_mol": 525.7,
  "total_charge": 0
}